Record 1
# C30H39Cl2InN7O5Se2

A molecular structure, C30H39Cl2InN7O5Se2 (ωB97M-V/def2-TZVPD, the OMol25 dataset).

The total charge is +1.

Positions of all 86 atoms, in Å:
In 0.168 -0.114 -0.814
Cl -3.575 -2.644 -3.173
C -3.674 -1.035 -2.558
C -4.840 -0.287 -2.770
C -4.946 0.991 -2.291
Cl -6.430 1.857 -2.494
C -3.859 1.596 -1.624
C -3.842 2.923 -1.149
C -2.738 3.402 -0.491
C -1.624 2.570 -0.330
N -1.606 1.339 -0.787
C -2.692 0.821 -1.408
C -2.595 -0.537 -1.841
O -1.538 -1.245 -1.545
H -5.667 -0.735 -3.304
H -4.708 3.550 -1.317
H -2.710 4.411 -0.103
H -0.738 2.909 0.194
C 2.830 3.965 3.623
Se 1.633 3.939 2.092
C 2.894 3.122 0.827
C 2.558 3.478 -0.610
Se 1.724 2.070 -1.731
C 0.562 3.261 -2.760
H 3.055 2.948 3.934
H 2.317 4.503 4.416
H 3.742 4.494 3.358
H 2.931 2.048 0.992
H 3.861 3.545 1.092
H 3.476 3.687 -1.154
H 1.911 4.352 -0.675
H 1.179 3.914 -3.371
H -0.062 3.847 -2.092
H -0.062 2.643 -3.401
O 2.724 -2.905 3.797
C 1.492 -3.354 3.667
O 1.027 -4.227 4.353
C 0.654 -2.715 2.608
C -0.680 -3.023 2.414
N -1.112 -2.279 1.382
N -0.139 -1.515 0.905
C 0.942 -1.754 1.619
C 2.172 -0.965 1.275
O 3.180 -1.099 1.960
O 2.049 -0.175 0.269
H 2.962 -2.208 3.132
H -1.297 -3.726 2.947
H -2.032 -2.231 0.973
C -0.452 1.262 5.421
C -1.591 1.481 4.417
C -2.782 0.573 4.763
C -2.035 2.952 4.407
C -1.131 1.139 3.071
N -0.811 0.876 2.000
H -0.803 1.520 6.420
H 0.405 1.888 5.180
H -0.132 0.220 5.425
H -3.195 0.884 5.722
H -2.465 -0.467 4.844
H -3.566 0.645 4.008
H -2.383 3.229 5.402
H -2.851 3.105 3.700
H -1.211 3.608 4.128
C 1.178 -5.124 -2.633
C 1.207 -4.397 -1.300
N 0.888 -2.985 -1.500
C 1.346 -2.323 -2.623
N 1.117 -1.030 -2.671
C 1.368 -0.286 -3.903
C 1.497 -1.202 -5.106
C 2.498 -2.286 -4.742
N 1.990 -3.010 -3.584
C 2.203 -4.457 -3.529
H 0.182 -5.039 -3.074
H 1.415 -6.180 -2.516
H 2.200 -4.477 -0.851
H 0.493 -4.815 -0.594
H -0.096 -2.769 -1.373
H 2.287 0.297 -3.801
H 0.541 0.416 -4.047
H 1.838 -0.644 -5.977
H 0.534 -1.664 -5.335
H 3.478 -1.850 -4.523
H 2.617 -2.993 -5.560
H 3.209 -4.668 -3.153
H 2.132 -4.845 -4.545

---

Record 2
# C30H39F2O2P

C30H39F2O2P in the gas phase in a non-equilibrium geometry (ωB97M-V/def2-TZVPD, the OMol25 dataset).

Its SMILES is CCCCCCCCc1cc(CCF)c2c(c1)C(=O)c1cc([C@@H](C)F)cc(P(CC)CC)c1C2=O.

Positions of all 74 atoms, in Å:
C -4.851 -2.377 -2.354
C -5.168 -0.888 -2.946
C -4.279 0.264 -2.262
C -5.056 1.650 -2.020
C -4.032 2.905 -1.832
C -4.543 3.942 -0.682
C -3.409 4.986 -0.229
C -2.898 4.754 1.305
C -2.068 3.389 1.327
C -2.374 2.158 2.222
C -1.533 0.825 2.151
C -1.906 -0.400 3.102
C -0.828 -0.546 4.312
F -1.331 -0.025 5.566
C -0.346 0.762 1.131
C 0.016 2.016 0.243
C -0.837 3.308 0.344
C 1.239 2.009 -0.768
O 1.378 2.773 -1.760
C 2.418 0.953 -0.446
C 3.887 1.197 -0.950
C 5.043 0.200 -0.653
C 6.567 0.400 -1.094
C 6.761 1.046 -2.551
F 7.327 1.212 -0.139
C 4.655 -1.103 0.146
C 3.209 -1.395 0.666
P 2.888 -3.022 1.619
C 4.558 -3.946 1.855
C 5.156 -4.528 0.468
C 1.853 -4.114 0.422
C 0.838 -5.095 1.190
C 2.075 -0.342 0.388
C 0.565 -0.541 0.918
O 0.067 -1.677 1.132
H -4.026 -2.360 -1.554
H -5.794 -2.847 -1.896
H -4.461 -3.076 -3.188
H -6.299 -0.745 -2.815
H -4.975 -0.981 -4.084
H -3.346 0.399 -2.911
H -3.950 -0.127 -1.234
H -5.667 1.856 -2.974
H -5.788 1.543 -1.148
H -4.092 3.508 -2.819
H -2.952 2.547 -1.627
H -5.368 4.568 -1.198
H -5.054 3.389 0.179
H -3.877 6.046 -0.244
H -2.537 5.032 -0.978
H -2.218 5.663 1.528
H -3.836 4.734 1.953
H -3.263 2.202 2.949
H -2.922 -0.232 3.618
H -2.002 -1.405 2.550
H -0.541 -1.642 4.510
H 0.130 0.055 4.080
H -0.601 4.232 -0.303
H 4.170 2.138 -1.552
H 7.117 -0.617 -1.110
H 5.737 1.246 -3.017
H 7.415 1.972 -2.432
H 7.323 0.326 -3.253
H 5.531 -1.819 0.345
H 5.283 -3.267 2.419
H 4.380 -4.862 2.538
H 4.860 -5.611 0.255
H 4.793 -3.886 -0.425
H 6.312 -4.469 0.415
H 2.500 -4.753 -0.269
H 1.304 -3.363 -0.264
H 0.985 -5.120 2.333
H 0.949 -6.197 0.851
H -0.259 -4.825 0.951

---

Record 3
# C30H39I2N2O2SSr

A molecular structure, C30H39I2N2O2SSr (ωB97M-V/def2-TZVPD, the OMol25 dataset).

The total charge is +1.

Positions of all 77 atoms, in Å:
Sr -0.434 -1.210 -0.386
I -4.009 -1.845 -1.605
C -4.782 -0.942 0.135
I -3.418 0.203 1.293
H -5.165 -1.725 0.775
H -5.571 -0.261 -0.159
C 4.690 -2.037 2.142
C 3.213 -2.388 2.297
C 2.435 -1.373 3.099
C 2.456 -1.431 4.492
C 1.731 -0.540 5.258
C 0.964 0.438 4.637
C 0.923 0.539 3.254
C 0.101 1.619 2.596
C 0.925 2.822 2.145
C 1.679 -0.368 2.487
N 1.524 -0.351 1.081
C 2.484 0.040 0.304
C 2.497 -0.049 -1.111
C 3.500 0.471 -1.939
C 3.161 0.114 -3.240
C 1.975 -0.616 -3.136
N 1.552 -0.732 -1.868
H 5.225 -2.815 1.598
H 5.168 -1.914 3.115
H 4.815 -1.101 1.595
H 3.124 -3.361 2.791
H 2.757 -2.495 1.309
H 3.052 -2.197 4.976
H 1.756 -0.597 6.339
H 0.395 1.137 5.239
H -0.667 1.950 3.299
H -0.430 1.201 1.731
H 1.492 3.235 2.981
H 0.284 3.616 1.759
H 1.637 2.556 1.364
H 3.383 0.479 0.749
H 4.362 1.032 -1.611
H 3.701 0.334 -4.146
H 1.424 -1.074 -3.947
O -1.425 -3.127 0.750
S -0.500 -3.163 1.978
C -0.064 -4.883 2.293
C -0.095 -4.997 3.811
C -1.393 -4.324 4.254
C -1.503 -3.005 3.481
H 0.892 -5.104 1.824
H -0.859 -5.460 1.814
H 0.767 -4.481 4.242
H -0.038 -6.041 4.118
H -1.409 -4.138 5.326
H -2.244 -4.963 4.017
H -1.101 -2.150 4.026
H -2.504 -2.761 3.127
C -2.605 4.379 -6.947
C -2.259 3.714 -5.649
C -2.084 4.457 -4.488
C -1.751 3.854 -3.285
C -1.575 4.741 -2.078
C -1.601 2.449 -3.247
C -1.300 1.864 -1.955
O -1.328 0.672 -1.657
C -1.748 1.679 -4.424
C -1.539 0.193 -4.491
C -2.080 2.335 -5.597
H -2.903 5.415 -6.798
H -3.420 3.853 -7.445
H -1.747 4.368 -7.622
H -2.213 5.532 -4.520
H -1.834 5.764 -2.342
H -0.541 4.745 -1.728
H -2.210 4.452 -1.241
H -1.027 2.580 -1.168
H -0.821 -0.158 -3.758
H -1.183 -0.077 -5.485
H -2.482 -0.331 -4.318
H -2.186 1.755 -6.507

---

no.,LUMO (hartree),frontier orbital gap (eV)
1,-0.1081,7.4370
2,-0.0524,6.6984
3,-0.1067,6.8146